Entry 1:
{"formula": "C21H60N6O7", "method": "ωB97M-V/def2-TZVPD", "spin_multiplicity": 1, "e_homo_ev": -9.26, "e_lumo_ev": 0.50, "homo_lumo_gap_ha": 0.359, "elements": ["C", "O", "C", "C", "C", "N", "H", "H", "H", "H", "H", "H", "H", "H", "H", "H", "H", "C", "O", "C", "C", "C", "N", "H", "H", "H", "H", "H", "H", "H", "H", "H", "H", "H", "C", "O", "C", "C", "C", "N", "H", "H", "H", "H", "H", "H", "H", "H", "H", "H", "H", "C", "O", "C", "C", "C", "N", "H", "H", "H", "H", "H", "H", "H", "H", "H", "H", "H", "N", "C", "N", "O", "H", "H", "H", "H", "C", "C", "O", "H", "H", "H", "H", "H", "H", "C", "C", "O", "H", "H", "H", "H", "H", "H"], "coordinates": [[-4.0852, -1.6135, -2.6232], [-4.2900, -0.4760, -1.8221], [-3.2089, 0.4451, -1.8668], [-3.1728, 1.2216, -3.1670], [-2.0130, 2.2262, -3.1081], [-4.4169, 1.9695, -3.4098], [-4.7255, -2.4188, -2.2687], [-3.0617, -2.0008, -2.5330], [-4.2353, -1.4395, -3.6933], [-3.4003, 1.1389, -1.0411], [-2.2695, -0.0905, -1.6681], [-2.9669, 0.5753, -4.0220], [-1.1045, 1.6751, -2.8561], [-2.1895, 2.9773, -2.3346], [-1.8567, 2.7255, -4.0615], [-4.5648, 2.5512, -2.5863], [-5.1998, 1.3205, -3.3919], [4.2056, -4.6373, 1.4062], [4.2186, -3.3298, 0.9014], [3.1078, -2.5351, 1.2190], [3.1066, -1.9199, 2.6207], [2.4760, -2.7909, 3.7072], [2.3502, -0.6339, 2.6463], [5.0711, -5.1479, 0.9910], [3.2947, -5.1964, 1.1573], [4.2975, -4.6628, 2.4977], [3.0219, -1.7204, 0.4991], [2.1676, -3.0914, 1.0544], [4.1339, -1.6656, 2.8922], [2.8783, -3.8046, 3.7295], [1.3973, -2.8148, 3.5453], [2.6842, -2.4060, 4.7054], [1.5306, -0.7196, 2.0507], [2.9075, 0.0999, 2.2197], [-0.6106, 1.6758, 1.4882], [0.3257, 2.6872, 1.2686], [-0.2083, 3.9901, 1.4572], [0.7199, 4.9939, 0.7939], [0.2476, 6.4219, 1.1404], [0.7426, 4.7487, -0.6441], [-0.0932, 0.7193, 1.3644], [-1.4096, 1.6349, 0.7265], [-1.0963, 1.6893, 2.4719], [-1.1606, 4.0573, 0.9105], [-0.2830, 4.1670, 2.5315], [1.7145, 4.8710, 1.2302], [1.0532, 7.1244, 0.9150], [0.0939, 6.5547, 2.2177], [-0.6723, 6.6688, 0.6139], [1.2684, 5.4797, -1.1064], [-0.1904, 4.7272, -1.0356], [5.8106, -0.7359, -2.6387], [4.6351, 0.0376, -2.7363], [3.7015, -0.2598, -1.7182], [2.3695, 0.3050, -2.1614], [1.2821, 0.1317, -1.1011], [2.0089, -0.3483, -3.4597], [6.1730, -0.7809, -1.6052], [6.5747, -0.2939, -3.2717], [5.6259, -1.7700, -2.9580], [3.6203, -1.3501, -1.6187], [3.9897, 0.2056, -0.7686], [2.4547, 1.3854, -2.3319], [1.1776, -0.9102, -0.7946], [0.3317, 0.5157, -1.4772], [1.4860, 0.7945, -0.2541], [2.9190, -0.3881, -3.9144], [1.4480, 0.2731, -4.0349], [-0.4790, -2.2599, -2.8366], [-0.8671, -2.8466, -4.0032], [-0.2989, -2.3351, -5.1559], [-1.6616, -3.7763, -4.0498], [0.1342, -1.4610, -2.7906], [-0.9082, -2.6366, -2.0057], [-0.3506, -2.8867, -5.9895], [0.3287, -1.5584, -5.0669], [-1.8402, -1.8992, 2.2495], [-0.8874, -2.6249, 1.3455], [-1.4019, -2.5537, -0.0067], [-1.7895, -2.0027, 3.3364], [-2.8812, -2.2062, 2.0896], [-1.7668, -0.8267, 2.0430], [-0.8143, -3.6801, 1.6069], [0.0830, -2.1403, 1.2937], [-2.1689, -1.9700, 0.0249], [-3.9966, 0.7984, 6.1875], [-3.4471, 0.6567, 4.7800], [-4.2515, 1.3859, 3.8541], [-3.4219, 0.2335, 6.9232], [-5.0482, 0.5168, 6.2480], [-3.9401, 1.8479, 6.4878], [-3.3664, -0.3931, 4.4830], [-2.4201, 1.0367, 4.7869], [-4.6763, 0.7484, 3.2764]], "atomic_forces_ev_per_a": [[0.640, -0.675, -0.175], [0.017, 0.174, 0.289], [-0.508, -0.471, 0.112], [0.427, 1.102, -0.166], [-0.035, -0.523, 0.068], [0.074, -0.366, 0.223], [-0.287, 0.178, -0.105], [-0.041, 0.163, 0.061], [-0.251, 0.088, 0.064], [0.112, 0.062, -0.031], [0.076, 0.080, -0.134], [-0.244, -0.217, 0.059], [0.147, 0.177, 0.039], [0.013, 0.026, 0.014], [-0.125, 0.041, -0.018], [-0.040, 0.138, -0.154], [0.051, -0.025, -0.098], [0.046, -0.330, 0.470], [0.103, 0.323, -0.347], [-0.790, -0.093, 0.083], [-0.401, 0.708, 0.478], [0.435, -0.267, 0.010], [0.339, -0.288, -0.247], [-0.037, -0.034, -0.089], [-0.016, 0.168, -0.212], [0.095, 0.052, -0.052], [0.576, 0.017, -0.061], [0.115, -0.221, 0.201], [0.056, -0.152, -0.069], [-0.196, -0.064, -0.271], [-0.030, -0.159, 0.107], [-0.183, 0.348, -0.101], [-0.070, 0.004, 0.135], [-0.015, 0.008, 0.016], [-0.278, -0.876, -0.356], [-0.086, 0.069, 0.056], [0.629, -0.471, -0.779], [-0.645, 0.546, 0.418], [0.549, -0.220, 0.526], [0.602, -0.149, 0.147], [0.076, 0.125, 0.252], [0.055, 0.424, 0.058], [0.175, 0.210, 0.059], [-0.280, 0.030, 0.512], [-0.408, 0.256, -0.016], [0.099, -0.189, -0.287], [-0.244, 0.109, -0.407], [-0.178, -0.185, -0.072], [0.022, 0.135, -0.064], [-0.072, -0.029, -0.123], [-0.067, 0.113, 0.055], [0.002, -0.348, 0.217], [0.238, 0.170, 0.037], [-0.297, 0.148, -0.408], [-0.941, 0.263, -0.414], [0.213, 0.417, -0.152], [0.457, 0.141, 0.602], [0.054, 0.126, -0.044], [-0.032, 0.069, -0.047], [0.000, 0.068, -0.030], [-0.035, 0.017, 0.202], [0.135, -0.167, 0.056], [0.359, -0.030, 0.149], [-0.104, 0.009, 0.081], [-0.103, -0.257, -0.147], [0.202, -0.286, 0.091], [-0.232, -0.255, -0.422], [0.036, 0.203, 0.195], [-0.433, -0.097, -0.165], [0.128, -0.255, -0.592], [-0.277, 0.303, 0.816], [0.112, 0.087, 0.163], [0.176, -0.311, -0.106], [0.195, 0.189, 0.145], [-0.047, 0.057, -0.047], [0.320, -0.187, -0.237], [-0.867, 0.783, 0.657], [-0.623, -0.202, -0.710], [-0.023, 0.036, 0.403], [0.881, -0.229, -0.098], [0.129, -0.068, -0.504], [-0.178, -0.009, 0.046], [0.290, 0.007, -0.002], [0.265, -0.171, 0.419], [-0.027, -0.085, -0.194], [-0.114, 0.359, 0.136], [0.121, -0.182, 0.402], [0.308, -0.118, -0.012], [0.011, -0.132, -0.126], [0.046, -0.174, -0.056], [-0.018, -0.022, -0.052], [-0.159, -0.013, 0.021], [-0.087, 0.182, -0.289], [-0.081, 0.095, -0.058]], "mulliken_charge": [-0.411, -0.451, 0.425, 0.199, -1.284, -0.745, 0.307, -0.049, 0.290, 0.166, -0.292, 0.338, 0.111, 0.319, 0.385, 0.300, 0.330, -0.699, -0.408, 0.257, 0.215, -1.092, -0.594, 0.280, 0.323, 0.261, -0.524, 0.365, 0.427, 0.308, 0.090, 0.372, 0.046, 0.319, -0.125, -0.190, -0.900, 0.395, -1.459, -0.522, -0.402, 0.207, 0.456, 0.385, 0.369, 0.263, 0.402, 0.379, 0.327, 0.261, 0.183, -0.795, -0.437, -1.269, 0.901, -0.025, -0.616, 0.312, 0.279, 0.317, 0.513, 0.473, 0.202, 0.238, -1.007, 0.601, 0.227, 0.278, -0.017, 0.476, -0.318, -0.699, 0.031, 0.183, 0.221, 0.148, -1.459, 0.575, -0.515, 0.455, 0.498, 0.222, 0.354, -0.416, 0.149, -1.240, 0.230, -0.529, 0.338, 0.318, 0.307, 0.100, 0.161, 0.327]}

---

Entry 2:
{"formula": "C5H11NO", "method": "ωB97M-V/def2-TZVPD", "spin_multiplicity": 2, "e_homo_ev": [1.37, -3.81], "e_lumo_ev": [4.03, 3.93], "charge": -1, "homo_lumo_gap_ha": [0.098, 0.285], "elements": ["C", "C", "N", "C", "C", "C", "O", "H", "H", "H", "H", "H", "H", "H", "H", "H", "H", "H"], "coordinates": [[-0.2286, 2.3761, 0.0775], [-0.0719, 1.1158, 1.0363], [0.3142, -0.1430, 0.4922], [-0.1593, -0.4936, -0.9184], [-1.1783, -1.6415, -0.8893], [1.4236, -1.0311, 0.9578], [0.1764, 1.3836, 2.2111], [0.0813, 2.3037, -0.9798], [0.3153, 3.1109, 0.6113], [-1.3288, 2.6148, -0.0086], [0.6959, -0.6313, -1.5476], [-0.7400, 0.4431, -1.4923], [-1.8866, -1.3433, -0.0441], [-0.7064, -2.6198, -0.6095], [-1.6427, -1.8169, -1.9555], [2.2221, -0.8208, 0.2423], [1.6281, -0.6587, 1.9901], [1.0856, -2.1483, 0.8264]], "atomic_forces_ev_per_a": [[-1.756, -1.711, -0.562], [-1.147, 0.303, -2.240], [-0.918, -1.451, -2.701], [-1.536, 2.761, 0.777], [-0.206, -0.475, -0.398], [-1.890, 0.447, -0.631], [0.856, 0.167, 2.296], [0.399, -0.142, 0.311], [0.485, 1.353, 0.381], [1.251, 0.116, 0.396], [0.698, -0.602, -0.501], [1.509, -2.212, 2.046], [0.426, -0.582, -1.518], [-0.316, 0.779, -0.118], [0.450, 0.467, 2.136], [0.823, -0.447, 0.334], [0.107, -0.780, -0.724], [0.764, 2.008, 0.715]], "mulliken_spin": [1.012, 0.769, 0.130, -0.084, 0.038, 0.078, -0.265, -0.094, -0.522, 0.062, 0.013, -0.085, -0.025, 0.005, 0.007, 0.010, -0.006, -0.042]}

---

Values of energy relative to the best compared isomer or geometry (same formula, charge and spin), in order: 0.23; 50.00, all in kcal per mole.